This record from the Open Molecules 2025 dataset describes a 13-piece molecular cluster, C5H39N2O13 overall at a distorted geometry. The level of theory is ωB97M-V with the def2-TZVPD basis set.

Element x y z (Å)
1 C 2.078 1.794 0.131
2 N 0.860 1.027 -0.188
3 C 0.278 0.288 0.882
4 C 0.766 -1.155 1.013
5 C 0.205 -1.904 2.202
6 O 0.563 -1.943 -0.214
7 C 3.316 0.973 -0.269
8 N 3.232 0.513 -1.665
9 H 2.161 2.050 1.183
10 H 2.082 2.711 -0.463
11 H 0.253 1.766 -0.524
12 H 0.384 0.650 1.916
13 H -0.811 0.237 0.785
14 H 1.855 -1.096 1.076
15 H -0.739 -1.481 2.552
16 H -0.070 -2.919 1.920
17 H 0.900 -1.903 3.036
18 H -0.097 -1.423 -0.720
19 H 3.464 0.175 0.450
20 H 4.199 1.607 -0.185
21 H 3.341 1.306 -2.300
22 H 2.297 0.172 -1.915
23 H 3.845 -0.279 -1.837
24 H 1.385 1.458 -4.118
25 H 1.292 2.505 -2.964
26 O 1.873 1.924 -3.432
27 H -2.328 -1.522 -2.102
28 H -1.618 -0.172 -1.811
29 O -1.633 -1.115 -1.582
30 H -2.820 1.453 -1.396
31 H -2.463 2.484 -2.486
32 O -2.168 1.668 -2.075
33 H -0.436 1.539 3.222
34 H -1.081 1.283 4.540
35 O -0.250 1.127 4.077
36 H -0.868 -3.694 -1.253
37 H -1.553 -3.534 0.025
38 O -1.760 -3.529 -0.921
39 H 1.013 -1.266 -3.777
40 H -0.036 -0.197 -3.143
41 O 0.613 -0.400 -3.813
42 H 2.219 0.998 3.501
43 H 3.230 -0.094 3.514
44 O 2.849 0.556 2.918
45 H -2.707 -0.480 1.819
46 H -3.240 -0.168 3.046
47 O -2.710 0.317 2.391
48 H 3.576 -2.540 -0.340
49 H 2.159 -2.117 -0.867
50 O 3.103 -1.887 -0.859
51 H -4.208 -2.496 0.651
52 H -2.917 -2.408 -0.069
53 O -3.508 -1.853 0.480
54 H -4.246 -0.009 0.172
55 H -3.729 1.320 0.941
56 O -4.135 0.945 0.157
57 H -2.275 2.597 0.950
58 H -1.521 3.889 0.954
59 O -1.389 2.939 1.043

Cartesian forces, eV/Å:
C 0.5 -1.0 -0.7
N 0.7 1.5 -0.6
C -1.3 -1.5 1.3
C 1.1 -0.4 -1.0
C -0.7 0.2 0.1
O -0.6 1.1 0.3
C 0.2 1.0 1.2
N -0.3 0.1 -0.1
H 0.0 0.1 0.1
H -0.1 0.1 0.1
H -0.8 -0.6 0.2
H 0.5 0.5 -0.6
H 0.0 0.2 -0.4
H -0.1 -0.1 0.3
H 0.1 0.3 0.1
H 0.5 -0.2 0.0
H 0.0 -0.1 0.1
H 0.0 -0.8 -0.1
H -0.2 -0.4 -0.4
H 0.1 0.0 -0.1
H 0.2 -0.2 -0.2
H -0.2 0.1 0.5
H 0.2 0.0 0.0
H -0.2 -0.1 0.1
H -0.8 0.5 0.1
O 1.0 0.2 -0.3
H -0.1 -0.1 -0.1
H -0.5 0.0 -0.1
O 0.5 1.1 -0.2
H -0.5 0.1 0.3
H -0.1 0.0 -0.1
O 0.4 -0.2 0.0
H -0.1 0.0 0.0
H 0.1 -0.1 0.2
O 0.0 0.3 -0.1
H -0.1 0.2 -0.4
H -0.1 -0.2 0.0
O 0.2 -1.0 0.7
H -0.5 -0.4 0.5
H -0.1 -0.8 0.5
O 0.5 0.9 -1.0
H -0.2 0.2 0.0
H 0.3 -0.2 -0.1
O -0.1 0.0 0.3
H 0.5 0.6 -0.8
H 0.0 1.0 0.7
O -0.5 -1.7 0.3
H -0.1 -0.2 0.0
H -0.4 -0.1 0.4
O 0.8 -0.2 -0.4
H -0.3 0.3 0.3
H 0.0 0.9 -0.2
O -0.1 -0.9 -0.1
H 0.5 -0.1 0.6
H -0.2 -1.1 0.5
O -0.3 1.3 -1.6
H -0.3 -0.3 0.0
H 0.2 0.0 0.1
O 0.3 0.4 0.0

Output
ΔE to the lowest compared entry with this formula, charge and spin: 253.3 kJ/mol
LUMO energy: -2.32 eV
charge: +1
calculated total energy: -35410.768 eV
HOMO-LUMO gap: 0.367 hartree

Atomic partial charges in e from the Mulliken method, atoms 1 to 8:
1 C -0.746
2 N 0.460
3 C -0.536
4 C 1.261
5 C -1.492
6 O -0.648
7 C -0.724
8 N -0.012